No. 1
Here is 10 unconnected molecules or ions with the total composition C34H72O22S2 in a non-equilibrium geometry from OMol25. Energies are from the ωB97M-V functional and the def2-TZVPD basis.

Each line ends with the Mulliken charge.
Cartesian coordinates (Å):
C1 10.2248 3.3638 9.1486  -1.0522
C2 9.0313 4.1963 8.7005  -0.4294
O1 7.8727 3.8095 9.4532  -0.3077
S1 6.3662 4.0705 8.8788  1.2313
C3 5.9232 5.5899 9.7760  -0.0421
O2 6.4898 4.3632 7.4601  -0.7191
O3 5.5649 2.9743 9.3752  -0.4527
H1 10.0815 2.2941 8.9769  0.2787
H2 10.5521 3.5024 10.1743  0.2340
H3 11.0604 3.5567 8.4704  0.4363
H4 9.1756 5.2471 8.9787  0.2768
H5 8.8523 4.2245 7.6269  0.5367
H6 6.2078 6.4385 9.1576  0.5489
H7 6.3190 5.6144 10.7858  -0.0739
H8 4.8322 5.5868 9.7944  0.4360
C4 -0.1256 1.4228 14.4215  -1.3623
C5 0.6154 2.7682 14.4410  0.7070
O4 0.7601 3.1571 15.8076  -0.4279
S2 1.6185 4.5677 16.0062  1.0635
C6 0.8493 5.6359 14.7486  -0.4494
O5 1.2720 4.9759 17.3388  -0.6491
O6 3.0006 4.3753 15.6196  -0.4824
H9 -1.0528 1.4072 14.9942  0.4196
H10 0.5544 0.6628 14.8011  0.3603
H11 -0.4533 1.2184 13.4010  0.1912
H12 1.5714 2.6333 13.9400  -0.0440
H13 0.0067 3.4971 13.9046  0.0610
H14 1.1533 6.6569 14.9739  0.2029
H15 -0.2332 5.6295 14.8622  0.4024
H16 1.1887 5.2581 13.7876  -0.0339
C7 4.6802 5.6952 13.3114  -1.0083
O7 4.9610 4.3244 13.0021  -0.3070
C8 3.9529 3.5691 12.5386  0.4206
O8 2.8330 3.9407 12.2928  -0.1652
O9 4.4241 2.3588 12.3570  -0.1010
C9 3.6163 1.4105 11.6884  -0.3974
H17 5.3271 6.3268 12.7029  -0.3048
H18 4.9274 5.8106 14.3647  0.6180
H19 3.6385 5.9296 13.1025  0.6428
H20 4.0106 0.3983 11.6736  -0.2089
H21 3.3989 1.6467 10.6468  0.1750
H22 2.6684 1.3907 12.2300  0.3587
C10 0.6058 10.1117 18.4071  -0.7393
O10 1.1846 8.9491 17.8552  -0.2944
C11 2.2960 9.0881 17.1402  0.7475
O11 2.8440 10.1403 16.9085  -0.6058
O12 2.6182 7.9035 16.6625  -0.1269
C12 3.7403 7.7468 15.7993  0.0529
H23 1.3432 10.8614 18.7028  0.3219
H24 0.0824 9.8072 19.3092  0.2576
H25 -0.0469 10.6652 17.7306  0.2822
H26 4.0726 8.6584 15.3173  0.3988
H27 3.4940 6.9153 15.1416  -0.6499
H28 4.5888 7.3084 16.3331  0.3360
C13 6.4475 -6.8835 13.5321  -0.6628
O13 5.8320 -5.8036 12.8542  -0.3319
C14 6.4719 -4.6393 12.9525  0.7476
O14 7.5812 -4.4671 13.3796  -0.5653
O15 5.6706 -3.6590 12.5388  -0.2762
C15 6.2128 -2.3438 12.5912  -0.7324
H29 6.2641 -6.8687 14.6079  0.2901
H30 7.5267 -6.9241 13.3914  0.3094
H31 6.0019 -7.7945 13.1388  0.2391
H32 5.3958 -1.6315 12.5404  0.2332
H33 6.9278 -2.1370 11.7939  0.3776
H34 6.7877 -2.1651 13.4997  0.3991
C16 6.5668 8.7494 11.7943  -0.2764
O16 5.7217 9.8735 11.8526  -0.3691
C17 4.5165 9.6681 12.3789  0.6119
O17 4.0829 8.6297 12.8001  -0.3509
O18 3.8855 10.8250 12.3684  -0.4092
C18 2.5540 10.9337 12.8537  -0.6162
H35 7.5806 9.0220 11.5185  0.2618
H36 6.2264 7.9123 11.1801  0.1724
H37 6.6352 8.3003 12.7918  0.2710
H38 2.5352 11.0416 13.9378  0.2547
H39 1.9470 10.0818 12.5495  0.2755
H40 2.1678 11.8414 12.3973  0.2664
C19 8.1912 4.4467 13.3254  -1.9733
C20 8.3423 5.3057 12.0770  2.4459
C21 9.1470 6.4446 12.6824  -0.7232
O19 8.6283 6.6327 13.9780  -0.5431
C22 7.9306 5.4598 14.4151  0.6320
H41 9.1427 3.9308 13.5045  0.9101
H42 7.4914 3.6140 13.2301  0.1882
H43 7.3443 5.6221 11.7603  -1.5768
H44 8.8521 4.7217 11.3121  -0.9487
H45 9.1763 7.3757 12.1143  0.2588
H46 10.1934 6.1203 12.7823  0.3961
H47 6.8437 5.5810 14.4036  -0.8588
H48 8.3758 5.1137 15.3446  0.4761
C23 0.0731 -0.5658 9.1956  -0.3071
C24 1.0961 -1.5840 8.7149  -0.7722
C25 2.2202 -1.4105 9.7380  -0.1762
O20 1.5593 -1.1329 10.9646  -0.3553
C26 0.1855 -0.7396 10.7232  0.2033
H49 -0.9054 -0.6260 8.7199  0.4414
H50 0.4056 0.4275 8.8720  -0.0283
H51 1.5264 -1.4370 7.7223  0.3710
H52 0.6329 -2.5724 8.7215  0.2771
H53 2.9144 -0.5845 9.5530  0.1124
H54 2.8047 -2.3323 9.7913  0.3262
H55 -0.0234 0.2012 11.2249  -0.4104
H56 -0.3829 -1.6175 11.0285  0.3365
C27 8.1123 1.9250 12.3942  0.8897
C28 9.5466 2.1515 12.7780  -1.1200
C29 9.5004 2.0555 14.3273  -0.4673
O21 8.1602 1.6868 14.6840  -0.4886
C30 7.5428 1.1132 13.5041  0.0026
H57 7.9603 1.5755 11.3721  0.7445
H58 7.6253 2.9048 12.4356  -0.7469
H59 9.8791 3.1151 12.3909  0.3924
H60 10.2714 1.4256 12.3984  0.3337
H61 9.6148 3.0946 14.6505  0.3873
H62 10.2906 1.4599 14.7807  0.4231
H63 6.4640 1.2016 13.6239  0.0753
H64 7.8402 0.0589 13.5384  0.0980
C31 -0.0309 3.6658 10.7151  1.1928
C32 -1.1229 4.3245 9.9255  -0.8645
C33 -1.1496 3.4734 8.6435  -0.4047
O22 0.2251 3.1909 8.4360  -0.4716
C34 1.0098 3.4801 9.6146  0.2000
H65 -0.2912 2.6695 11.0842  -0.3179
H66 0.3703 4.2268 11.5575  -0.4322
H67 -0.9127 5.3447 9.5908  0.2791
H68 -2.0271 4.4302 10.5305  0.4024
H69 -1.5701 3.9662 7.7695  0.3920
H70 -1.7684 2.6007 8.8879  0.1763
H71 1.5915 4.3998 9.4953  0.1262
H72 1.7674 2.7109 9.7497  -0.1862

Computed properties:
Spin multiplicity = 1
Strongest force on any atom = 0.06620 Eh/bohr
Total energy = -103134.8870 eV
SMILES string = CCOS(C)(=O)=O.CCOS(C)(=O)=O.COC(=O)OC.COC(=O)OC.COC(=O)OC.COC(=O)OC.C1CCOC1.C1CCOC1.C1CCOC1.C1CCOC1
Total charge = 0
Molecular weight = 897.1 g/mol



No. 2
Here is 8 unconnected molecules or ions with the total composition C34H73F3N9O8Si in a non-equilibrium geometry from OMol25. Energies are from the ωB97M-V functional and the def2-TZVPD basis.

Each line ends with the Mulliken charge.
Cartesian coordinates (Å):
C1 2.9637 3.9877 -3.7977  -1.1723
C2 4.2166 3.8424 -4.6679  -0.0091
C3 5.0023 5.1398 -4.8567  -1.3024
C4 4.1745 6.2911 -5.3267  0.4472
C5 3.9957 7.4545 -4.6200  -0.6427
N1 3.1343 8.2282 -5.3680  -0.0627
C6 2.7903 7.5789 -6.4757  0.6032
C7 1.8065 8.1976 -7.4138  -1.2879
C8 0.5786 7.3496 -7.6508  -0.3359
O1 0.1075 6.9175 -6.3883  -0.3006
C9 -1.1407 6.2737 -6.4799  -0.9871
C10 -1.3208 5.2809 -5.3331  0.9711
F1 -1.8199 4.1331 -5.8196  -0.3048
F2 -2.1870 5.7262 -4.4279  -0.2830
F3 -0.1800 4.9892 -4.7188  -0.1928
N2 3.4213 6.3852 -6.5102  0.4337
Si1 3.2941 5.1388 -7.8557  0.3533
C11 3.0621 6.0195 -9.5041  -1.2489
C12 1.8347 4.0540 -7.4755  -0.3804
C13 4.8516 4.1127 -8.0105  -1.2559
H1 2.2628 3.2053 -4.0754  0.3781
H2 3.2161 3.9012 -2.7442  0.3759
H3 2.4347 4.9307 -3.9359  0.1875
H4 3.9580 3.3654 -5.6092  0.0025
H5 4.8826 3.1442 -4.1648  0.4968
H6 5.3793 5.4405 -3.8807  0.4160
H7 5.8818 4.9851 -5.4738  0.3394
H8 4.3985 7.7244 -3.6641  0.4669
H9 2.8076 9.1308 -5.0661  0.2298
H10 1.4656 9.1130 -6.9345  0.3956
H11 2.2518 8.5020 -8.3559  0.3641
H12 -0.1830 7.9576 -8.1454  0.5458
H13 0.7595 6.4902 -8.2986  0.1541
H14 -1.2719 5.7391 -7.4197  0.4256
H15 -1.9442 7.0083 -6.4080  0.4090
H16 3.8253 5.6591 -10.1880  0.4818
H17 3.1720 7.0975 -9.4573  0.2766
H18 2.0984 5.7442 -9.9245  0.3577
H19 1.5266 3.5164 -8.3715  0.4498
H20 2.0511 3.3025 -6.7206  0.3759
H21 0.9866 4.6287 -7.1103  -0.3178
H22 4.6331 3.0515 -7.9270  0.3775
H23 5.6403 4.3697 -7.3138  0.2775
H24 5.2648 4.2682 -9.0048  0.4746
C14 2.1737 1.8694 0.4453  -1.3332
C15 2.3282 3.3666 0.5594  0.7813
O2 3.4166 3.9204 0.4401  -0.7013
N3 1.2066 4.0842 0.8005  -0.0840
C16 -0.1579 3.5890 0.9707  -0.8011
H25 3.1465 1.4249 0.2598  0.3113
H26 1.7753 1.4553 1.3713  0.3883
H27 1.5114 1.6150 -0.3829  0.3970
H28 1.3686 5.0758 0.8724  0.2246
H29 -0.7988 4.0344 0.2073  0.2474
H30 -0.5324 3.8710 1.9448  0.3424
H31 -0.1960 2.5112 0.8789  0.2531
C17 4.9315 -1.4856 2.9547  -1.6784
C18 3.4750 -1.2998 2.6261  0.9907
O3 3.0002 -1.6394 1.5463  -0.7632
N4 2.6838 -0.7428 3.5715  0.0395
C19 3.0557 -0.2909 4.8980  -0.9333
H32 5.4193 -1.9464 2.1017  0.3671
H33 5.4088 -0.5257 3.1584  0.4145
H34 5.0385 -2.1415 3.8187  0.3561
H35 1.7200 -0.6533 3.2916  0.2394
H36 2.4893 -0.8425 5.6493  0.2926
H37 2.8349 0.7726 5.0063  0.3115
H38 4.1132 -0.4495 5.0743  0.3254
C20 -3.6443 0.8465 2.5231  -0.9905
C21 -3.5368 2.3417 2.6608  0.6668
O4 -2.4700 2.9396 2.5800  -0.6358
N5 -4.6879 3.0271 2.8892  -0.1558
C22 -6.0271 2.4898 3.0161  -0.6990
H39 -2.6512 0.4455 2.3409  0.2715
H40 -4.0436 0.3974 3.4336  0.3112
H41 -4.2873 0.5856 1.6811  0.3129
H42 -4.5596 4.0225 2.9776  0.2439
H43 -6.6800 2.9185 2.2534  0.2955
H44 -6.4386 2.7358 3.9979  0.3071
H45 -6.0119 1.4107 2.8994  0.1196
C23 1.7232 -6.1090 4.0350  -1.3823
C24 2.1662 -4.7518 3.5453  0.9207
O5 2.9964 -4.0812 4.1505  -0.6491
N6 1.6073 -4.2929 2.4020  0.0465
C25 0.6220 -4.9422 1.5595  -0.8926
H46 2.2547 -6.3428 4.9528  0.3253
H47 0.6518 -6.1046 4.2427  0.2642
H48 1.9489 -6.8783 3.2959  0.3835
H49 1.9475 -3.3806 2.1340  0.1196
H50 1.0245 -5.0779 0.5547  0.2812
H51 -0.2745 -4.3227 1.4897  0.2785
H52 0.3466 -5.9133 1.9577  0.3377
C26 -2.6821 -6.1525 6.6391  -1.3828
C27 -1.8233 -7.3378 6.2704  0.8216
O6 -1.9982 -7.9643 5.2345  -0.6230
N7 -0.8335 -7.6912 7.1247  -0.1581
C28 -0.4637 -7.0694 8.3832  -0.8685
H53 -3.4183 -6.0075 5.8548  0.2761
H54 -3.2013 -6.3296 7.5814  0.3969
H55 -2.0771 -5.2493 6.7255  0.3719
H56 -0.3051 -8.4918 6.8145  0.2193
H57 0.5702 -6.7247 8.3384  0.2749
H58 -0.5492 -7.7924 9.1955  0.3017
H59 -1.1060 -6.2228 8.5985  0.3306
C29 -1.2995 -11.2946 0.7518  -1.3392
C30 -0.8545 -10.2814 1.7827  0.8346
O7 0.2280 -9.7179 1.7039  -0.6468
N8 -1.7028 -10.0143 2.8048  -0.0104
C31 -3.0143 -10.5735 3.0580  -0.9109
H60 -0.5155 -11.3929 0.0077  0.2958
H61 -1.4700 -12.2675 1.2139  0.3686
H62 -2.2151 -10.9674 0.2578  0.3530
H63 -1.3492 -9.3313 3.4591  0.1745
H64 -3.7600 -9.7772 3.0780  0.2607
H65 -3.0259 -11.0729 4.0281  0.2733
H66 -3.2847 -11.2911 2.2904  0.3937
C32 -6.1369 -3.3067 4.0603  -1.4276
C33 -6.0737 -1.8062 4.2064  0.8674
O8 -5.0193 -1.1930 4.0994  -0.6628
N9 -7.2333 -1.1519 4.4642  -0.1154
C34 -8.5654 -1.7096 4.6196  -0.8824
H67 -5.1357 -3.6740 3.8589  0.2948
H68 -6.5038 -3.7681 4.9776  0.3872
H69 -6.7879 -3.5882 3.2321  0.3897
H70 -7.1234 -0.1548 4.5592  0.1648
H71 -9.2381 -1.2829 3.8745  0.2943
H72 -8.9547 -1.4746 5.6108  0.2996
H73 -8.5479 -2.7866 4.4977  0.3322

Computed properties:
Spin multiplicity = 1
Strongest force on any atom = 0.03010 Eh/bohr
Total energy = -82262.8924 eV
Total charge = +1
Molecular weight = 821.1 g/mol



No. 3
Here is 9 unconnected molecules or ions with the total composition C34H73N2O32S8 from OMol25. Energies are from the ωB97M-V functional and the def2-TZVPD basis.

Each line ends with the Mulliken charge.
Cartesian coordinates (Å):
C1 1.2029 7.9711 5.6010  -1.2527
C2 -0.2270 7.7744 5.0654  -0.5367
C3 -0.4788 6.3662 4.5335  0.7213
C4 0.2140 6.1571 3.1834  -0.9385
C5 0.2916 4.7010 2.6709  -0.5677
C6 -0.7632 3.7350 3.2397  -1.2743
C7 -0.2305 2.9070 4.4279  0.2268
C8 0.2761 1.5129 4.0053  -1.2468
C9 1.6633 1.1668 4.5494  -0.4361
C10 2.2423 -0.0987 3.8875  -1.5642
C11 3.3520 0.1966 2.8506  0.4214
C12 4.7522 0.0223 3.4345  -1.0416
N1 5.8793 -0.4226 2.5160  0.3018
C13 6.9837 -0.8973 3.4272  -0.9242
C14 5.4519 -1.6186 1.6986  -0.5060
N2 6.6047 -2.2817 1.1255  -0.5341
C15 6.4706 0.7252 1.7153  -0.9022
C16 5.6396 1.4706 0.6713  -0.6362
C17 5.4574 0.8352 -0.7283  0.0920
C18 4.0077 0.9374 -1.1949  -1.6615
H1 1.7121 7.0114 5.7072  0.2091
H2 1.7991 8.6118 4.9518  0.2884
H3 1.1756 8.4295 6.5874  0.4021
H4 -0.9374 8.0024 5.8614  0.0258
H5 -0.4237 8.4836 4.2579  0.4955
H6 -0.1507 5.6203 5.2660  -0.1126
H7 -1.5565 6.2513 4.3861  0.0397
H8 1.2284 6.5581 3.2547  0.2834
H9 -0.3198 6.7610 2.4467  0.3744
H10 1.2843 4.2923 2.8861  0.2176
H11 0.1909 4.7276 1.5840  0.4173
H12 -1.6811 4.2588 3.5025  0.3419
H13 -1.0372 3.0326 2.4483  0.6681
H14 0.5719 3.4595 4.9227  -0.1520
H15 -1.0259 2.7887 5.1673  0.4161
H16 -0.4274 0.7544 4.3532  0.2310
H17 0.3247 1.4684 2.9134  0.4630
H18 2.3197 2.0263 4.3713  0.3528
H19 1.6155 1.0273 5.6326  0.4414
H20 1.4458 -0.6211 3.3574  0.5298
H21 2.6302 -0.7767 4.6509  0.5866
H22 3.1895 -0.4165 1.9697  -0.0609
H23 3.2225 1.2306 2.5288  0.3202
H24 5.1061 0.9434 3.8995  0.2131
H25 4.7198 -0.7324 4.2209  0.6633
H26 7.9200 -0.9466 2.8853  0.4041
H27 6.7228 -1.8772 3.8152  0.3900
H28 7.0681 -0.1885 4.2487  0.4282
H29 4.9969 -2.2995 2.4204  0.4938
H30 4.7007 -1.3234 0.9847  -0.0468
H31 7.1704 -1.6423 0.5770  0.2706
H32 6.2625 -2.9743 0.4626  0.3658
H33 7.3870 0.3585 1.2540  0.5559
H34 6.7800 1.4438 2.4759  0.5807
H35 4.6662 1.7554 1.0582  0.0878
H36 6.1844 2.4073 0.5352  0.5180
H37 5.8034 -0.1980 -0.7462  0.1396
H38 6.0629 1.3934 -1.4450  0.3877
H39 3.3080 0.4682 -0.5111  0.3234
H40 3.7349 1.9954 -1.2524  0.4180
H41 3.8671 0.5116 -2.1884  0.4103
C19 0.7548 -4.4833 -0.9545  -0.2772
C20 1.6081 -4.4542 -2.2030  -0.1157
O1 2.6516 -3.5063 -1.8663  -0.3085
S1 3.0052 -3.6244 -0.3360  1.1328
O2 4.1623 -4.4251 -0.1360  -0.6892
O3 2.9958 -2.3084 0.2181  -0.4562
O4 1.7224 -4.4182 0.1271  -0.3869
H42 0.0999 -3.6148 -0.8917  0.2626
H43 0.1770 -5.3962 -0.8502  0.3644
H44 1.0702 -4.1011 -3.0715  0.1165
H45 2.0710 -5.4206 -2.4068  0.3348
C21 2.5183 3.0688 9.1097  -0.4289
C22 2.8583 3.4291 7.6759  -0.1470
O5 1.6860 4.1104 7.2086  -0.1670
S2 1.0272 4.9447 8.4088  1.1176
O6 1.4503 6.2935 8.3459  -0.5511
O7 -0.3509 4.6117 8.4620  -0.5222
O8 1.8131 4.2197 9.5920  -0.3289
H46 1.8605 2.1999 9.1657  0.3067
H47 3.3956 2.9125 9.7309  0.3239
H48 3.0272 2.5589 7.0467  0.1140
H49 3.7117 4.1074 7.6191  0.2640
C23 -1.4855 -3.4332 -7.0104  -0.1887
C24 -1.1962 -1.9684 -6.7455  -0.4475
O9 -1.8387 -1.7250 -5.4706  -0.2975
S3 -1.7366 -3.0301 -4.5697  0.9359
O10 -0.6406 -2.9099 -3.6678  -0.5378
O11 -3.0317 -3.3447 -4.0800  -0.5650
O12 -1.3369 -4.0433 -5.7104  -0.2293
H50 -2.5064 -3.5990 -7.3548  0.1669
H51 -0.7892 -3.9013 -7.6983  0.4299
H52 -1.6344 -1.3037 -7.4839  0.3210
H53 -0.1292 -1.7661 -6.6483  0.3284
C25 5.9002 2.0750 -4.3357  -0.1392
C26 7.0065 1.0875 -4.6545  -0.2827
O13 6.4223 0.2438 -5.6541  -0.3376
S4 5.4274 1.0905 -6.5799  1.0611
O14 6.0886 1.4980 -7.7619  -0.5245
O15 4.1861 0.4073 -6.6240  -0.5000
O16 5.3104 2.3586 -5.6078  -0.3411
H54 5.1389 1.6343 -3.6901  0.1252
H55 6.2669 3.0014 -3.9007  0.3386
H56 7.2915 0.4730 -3.8045  0.2770
H57 7.8872 1.5823 -5.0670  0.3161
C27 -5.6218 -6.7333 -5.4001  -0.0717
C28 -4.4413 -6.5747 -4.4673  0.1674
O17 -3.4013 -7.3537 -5.0896  -0.3395
S5 -3.5416 -7.2746 -6.6750  1.0235
O18 -2.6686 -6.2720 -7.1851  -0.4864
O19 -3.4969 -8.5903 -7.1943  -0.5838
O20 -5.0242 -6.6974 -6.7164  -0.2332
H58 -6.1211 -7.6931 -5.2648  0.2073
H59 -6.3427 -5.9263 -5.3125  0.1456
H60 -4.6321 -6.9675 -3.4730  0.3597
H61 -4.1091 -5.5377 -4.4004  -0.1210
C29 -5.5426 -1.7317 -6.8993  -0.1735
C30 -5.6113 -1.8783 -5.3925  0.0285
O21 -7.0152 -2.0558 -5.1325  -0.3517
S6 -7.6837 -2.8732 -6.3261  0.9610
O22 -7.7410 -4.2551 -5.9979  -0.3610
O23 -8.8404 -2.1843 -6.7586  -0.5870
O24 -6.4978 -2.6839 -7.3821  -0.3700
H62 -5.8381 -0.7338 -7.2273  0.3322
H63 -4.5648 -1.9785 -7.3050  0.0766
H64 -5.2591 -0.9964 -4.8653  0.3333
H65 -5.0744 -2.7567 -5.0402  0.0264
C31 -9.8810 -8.0524 -7.4046  -0.3334
C32 -9.5477 -6.5935 -7.1601  -0.1137
O25 -10.0719 -6.3398 -5.8490  -0.2414
S7 -9.9173 -7.6400 -4.9422  1.1212
O26 -8.7269 -7.5485 -4.1703  -0.5155
O27 -11.1633 -7.9102 -4.3278  -0.5712
O28 -9.6470 -8.6734 -6.1296  -0.3158
H66 -10.9271 -8.1905 -7.6810  0.2977
H67 -9.2354 -8.5208 -8.1420  0.2994
H68 -10.0245 -5.9208 -7.8669  0.3864
H69 -8.4716 -6.4167 -7.1478  0.0198
C33 -3.5187 5.0700 6.7216  0.3156
C34 -3.1576 6.4289 7.2832  -0.1960
O29 -3.7326 7.3492 6.3440  -0.3131
S8 -5.0890 6.7488 5.7489  1.1002
O30 -6.2033 7.2695 6.4511  -0.5430
O31 -5.0142 6.8184 4.3347  -0.5331
O32 -4.8559 5.2411 6.2313  -0.4024
H70 -2.8696 4.7944 5.8874  -0.2004
H71 -3.5105 4.2849 7.4723  0.3544
H72 -2.0838 6.5900 7.3289  0.0036
H73 -3.6002 6.5925 8.2670  0.4074

Computed properties:
Spin multiplicity = 1
Strongest force on any atom = 0.00968 Eh/bohr
Total energy = -191611.2578 eV
Total charge = +1
Molecular weight = 1278.5 g/mol